Record 1
3 unconnected molecules or ions with the total composition C36H81N4O4P2, computed with ωB97M-V/def2-TZVPD.

```
127
Properties=species:S:1:pos:R:3:lowdin_charge:R:1
C 14.730 1.094 3.489 -0.11
C 13.483 0.852 2.637 -0.27
C 13.357 1.874 1.488 -0.23
C 12.328 1.436 0.444 -0.21
C 10.894 1.354 1.016 -0.20
C 10.352 -0.077 1.107 -0.21
C 9.526 -0.466 -0.136 -0.21
C 8.093 0.065 -0.036 -0.20
C 7.196 -0.846 0.836 -0.20
C 6.061 -1.515 0.050 -0.21
C 4.834 -1.883 0.911 -0.21
C 3.511 -1.695 0.148 -0.21
C 2.377 -2.542 0.744 -0.21
C 1.049 -1.796 0.867 -0.21
C -0.014 -2.665 1.579 -0.18
C -1.436 -2.452 1.038 -0.14
C -2.066 -1.219 1.635 -0.25
C -2.146 -1.113 3.175 -0.10
N -3.500 -0.596 3.503 -0.05
P -4.550 -1.743 4.319 0.47
N -3.843 -2.712 5.275 -0.10
O -5.645 -0.848 5.035 -0.11
O -5.452 -2.400 3.179 -0.12
C -4.037 -0.233 2.247 -0.39
N -4.930 0.724 2.085 -0.10
C -5.377 1.508 3.267 -0.17
C -5.629 2.989 3.023 -0.17
C -4.375 3.886 3.155 -0.15
C -3.949 4.648 1.913 -0.25
O -2.827 4.011 1.288 -0.08
P -5.503 0.965 0.400 0.96
C -7.310 0.919 0.597 -0.22
O -5.123 2.485 -0.033 -0.27
N -3.504 -0.997 1.266 0.13
H 14.534 0.904 4.543 0.06
H 15.068 2.126 3.410 0.07
H 15.549 0.442 3.195 0.07
H 12.583 0.912 3.247 0.10
H 13.518 -0.137 2.180 0.10
H 13.024 2.818 1.921 0.11
H 14.342 1.970 1.033 0.11
H 12.621 0.453 0.069 0.11
H 12.365 2.134 -0.392 0.10
H 10.896 1.809 2.005 0.10
H 10.241 1.939 0.369 0.10
H 9.678 -0.133 1.966 0.11
H 11.150 -0.797 1.275 0.10
H 9.512 -1.555 -0.189 0.11
H 10.021 -0.073 -1.024 0.11
H 8.099 1.080 0.355 0.10
H 7.674 0.073 -1.042 0.10
H 7.827 -1.634 1.248 0.11
H 6.771 -0.298 1.676 0.10
H 6.433 -2.441 -0.388 0.12
H 5.719 -0.874 -0.763 0.10
H 4.898 -2.937 1.188 0.11
H 4.811 -1.306 1.836 0.11
H 3.244 -0.639 0.142 0.11
H 3.709 -2.010 -0.876 0.11
H 2.191 -3.435 0.149 0.12
H 2.668 -2.850 1.750 0.11
H 0.685 -1.523 -0.126 0.09
H 1.206 -0.870 1.424 0.12
H 0.268 -3.711 1.484 0.12
H 0.047 -2.434 2.643 0.10
H -1.333 -2.305 -0.038 0.10
H -2.057 -3.334 1.197 0.12
H -1.535 -0.335 1.278 0.14
H -1.825 -1.992 3.721 0.10
H -1.431 -0.345 3.471 0.13
H -2.839 -2.600 5.308 -0.01
H -6.517 -0.945 4.639 0.09
H -5.131 -3.283 2.967 0.10
H -4.645 1.429 4.065 0.12
H -6.303 1.057 3.617 0.11
H -6.157 3.194 2.096 0.08
H -6.308 3.286 3.821 0.12
H -3.530 3.319 3.544 0.12
H -4.599 4.633 3.916 0.11
H -3.634 5.653 2.194 0.12
H -4.771 4.746 1.205 0.10
H -2.960 4.027 0.342 0.06
H -7.702 0.653 -0.383 0.03
H -7.739 1.846 0.969 0.05
H -7.539 0.084 1.258 0.05
H -5.913 3.032 -0.108 0.06
H -3.538 -0.600 0.332 0.09
C -0.763 1.774 -1.448 -0.10
C -1.384 0.990 -2.596 -0.26
C -0.665 -0.328 -2.881 -0.23
C 0.794 -0.189 -3.318 -0.23
C 1.010 0.666 -4.566 -0.26
C 0.332 0.104 -5.812 -0.11
H 0.267 2.061 -1.655 0.07
H -1.328 2.689 -1.263 0.06
H -0.770 1.185 -0.525 0.06
H -1.418 1.603 -3.499 0.10
H -2.426 0.766 -2.343 0.09
H -1.224 -0.880 -3.641 0.11
H -0.696 -0.950 -1.978 0.08
H 1.197 -1.190 -3.500 0.11
H 1.386 0.226 -2.496 0.10
H 2.084 0.739 -4.750 0.11
H 0.664 1.688 -4.389 0.10
H 0.697 -0.900 -6.033 0.08
H 0.538 0.732 -6.679 0.07
H -0.752 0.053 -5.697 0.06
C -9.112 -2.173 -1.687 -0.11
C -8.755 -2.320 -3.162 -0.26
C -8.194 -1.037 -3.776 -0.23
C -9.154 0.155 -3.769 -0.24
C -10.485 -0.087 -4.478 -0.27
C -10.332 -0.393 -5.965 -0.11
H -9.889 -1.423 -1.533 0.07
H -9.480 -3.115 -1.279 0.07
H -8.230 -1.878 -1.110 0.06
H -9.632 -2.657 -3.719 0.10
H -8.007 -3.109 -3.270 0.11
H -7.878 -1.245 -4.801 0.10
H -7.283 -0.755 -3.236 0.10
H -8.651 1.006 -4.240 0.11
H -9.355 0.459 -2.736 0.09
H -11.105 0.806 -4.363 0.11
H -11.031 -0.899 -3.991 0.10
H -9.828 0.427 -6.481 0.08
H -11.307 -0.530 -6.433 0.07
H -9.758 -1.304 -6.135 0.07
```

Calculated values
E_HOMO   -11.63 eV
2S+1   1
Total charge   +1

***

Record 2
A molecular structure, C36H83BrNNbO9PS, computed with ωB97M-V/def2-TZVPD.

```
133
Properties=species:S:1:pos:R:3:lowdin_charge:R:1
C 0.490 6.161 -0.995 -0.15
C 1.745 5.282 -0.980 -0.40
C 1.941 4.535 0.363 -0.39
Nb 1.336 2.369 0.482 1.45
Br -0.466 2.803 -1.354 0.18
C 2.909 1.967 -1.117 -0.39
N 3.806 0.795 -1.012 -0.08
C 0.566 0.247 0.419 -0.36
C 1.369 -0.886 1.103 -0.27
C 1.550 -2.072 0.118 -0.38
C 2.548 -3.029 0.799 -0.08
C 0.240 -2.765 -0.263 -0.16
C -0.317 -2.446 -1.664 -0.18
C 0.609 -2.409 -2.862 -0.08
C 1.308 -3.433 -3.404 -0.32
C 2.277 -4.320 -2.649 -0.04
C 1.196 -3.747 -4.873 -0.07
C -0.082 2.765 2.268 -0.25
C -0.801 4.079 2.240 -0.28
C -1.941 4.179 1.433 -0.12
C -2.710 5.324 1.355 -0.11
C -2.341 6.448 2.084 -0.12
C -1.221 6.371 2.899 -0.07
C -0.459 5.206 3.004 -0.24
C 0.727 5.232 3.930 -0.08
P 3.116 1.897 2.346 0.11
O 2.454 0.907 3.488 -0.33
O 4.444 1.061 1.838 -0.33
S 3.738 3.481 3.300 0.20
H -0.316 5.763 -0.380 0.04
H 0.748 7.179 -0.697 0.07
H 0.118 6.250 -2.020 0.05
H 2.602 5.958 -1.096 0.09
H 1.802 4.623 -1.847 0.04
H 3.022 4.503 0.542 0.01
H 1.519 5.169 1.147 0.03
H 3.496 2.872 -1.284 0.04
H 2.292 1.836 -2.013 0.02
H 3.547 0.190 -0.248 -0.01
H 4.737 1.116 -0.783 0.04
H 0.409 -0.015 -0.630 0.01
H -0.440 0.281 0.849 0.03
H 0.776 -1.274 1.935 0.09
H 2.389 -0.642 1.404 0.04
H 2.078 -1.645 -0.741 0.12
H 3.462 -2.449 0.948 0.08
H 2.777 -3.906 0.195 0.06
H 2.174 -3.295 1.783 0.04
H -0.537 -2.597 0.488 0.10
H 0.432 -3.845 -0.229 0.10
H -0.825 -1.483 -1.634 0.09
H -1.073 -3.194 -1.914 0.10
H 0.679 -1.450 -3.372 0.09
H 2.817 -3.733 -1.914 0.06
H 1.729 -5.096 -2.094 0.08
H 2.956 -4.797 -3.348 0.04
H 0.797 -4.760 -4.956 0.08
H 0.586 -3.018 -5.401 0.07
H 2.185 -3.775 -5.353 0.07
H 0.478 2.706 3.205 0.01
H -0.824 1.967 2.318 0.05
H -2.234 3.311 0.865 0.04
H -3.597 5.350 0.735 0.09
H -2.910 7.368 2.037 0.09
H -0.920 7.236 3.478 0.10
H 1.611 5.524 3.359 0.04
H 0.948 4.262 4.365 0.05
H 0.599 5.989 4.704 0.07
H 2.764 -0.001 3.401 0.03
H 4.775 0.517 2.564 0.05
C -4.969 -0.038 2.475 -0.09
C -4.809 1.336 1.850 -0.31
O -3.585 1.452 1.138 -0.09
H -4.137 -0.239 3.153 0.07
H -5.905 -0.110 3.032 0.06
H -4.965 -0.812 1.712 0.05
H -4.792 2.112 2.615 0.11
H -5.646 1.539 1.171 0.11
H -3.580 0.784 0.444 0.09
C -1.914 0.498 -5.614 -0.09
C -0.658 0.987 -4.917 -0.32
O 0.470 0.180 -5.257 -0.10
H -2.115 -0.540 -5.342 0.07
H -2.777 1.107 -5.341 0.07
H -1.796 0.535 -6.701 0.07
H -0.778 0.930 -3.837 0.07
H -0.447 2.029 -5.180 0.11
H 0.595 0.234 -6.208 0.07
C -1.018 -4.504 4.645 -0.09
C -0.331 -3.696 3.558 -0.32
O -1.144 -2.617 3.113 -0.09
H -1.969 -4.895 4.282 0.07
H -0.395 -5.341 4.968 0.06
H -1.233 -3.878 5.515 0.07
H -0.133 -4.318 2.686 0.11
H 0.626 -3.309 3.921 0.09
H -1.322 -2.041 3.863 0.08
C -8.338 -3.471 2.649 -0.09
C -8.132 -2.117 1.994 -0.32
O -6.909 -2.057 1.271 -0.09
H -7.511 -3.694 3.323 0.08
H -9.270 -3.496 3.216 0.07
H -8.372 -4.262 1.896 0.07
H -8.080 -1.332 2.747 0.10
H -8.966 -1.891 1.321 0.11
H -6.936 -2.735 0.588 0.09
C 5.819 -7.293 -5.332 -0.10
C 4.837 -6.135 -5.349 -0.33
O 5.237 -5.086 -4.477 -0.08
H 5.922 -7.687 -4.321 0.07
H 5.489 -8.098 -5.991 0.07
H 6.809 -6.964 -5.659 0.07
H 3.856 -6.461 -5.006 0.11
H 4.732 -5.744 -6.367 0.11
H 6.098 -4.769 -4.767 0.08
C -3.132 6.417 -2.690 -0.09
C -2.432 7.179 -3.795 -0.32
O -3.221 8.272 -4.278 -0.10
H -4.093 6.034 -3.040 0.07
H -2.524 5.581 -2.344 0.06
H -3.333 7.070 -1.836 0.07
H -2.247 6.534 -4.653 0.11
H -1.470 7.560 -3.440 0.10
H -3.380 8.860 -3.534 0.07
C 3.375 -5.402 5.181 -0.09
C 4.056 -4.578 4.103 -0.31
O 3.248 -3.484 3.684 -0.11
H 2.417 -5.779 4.819 0.07
H 3.995 -6.249 5.480 0.07
H 3.175 -4.792 6.065 0.07
H 4.237 -5.181 3.215 0.12
H 5.019 -4.203 4.467 0.11
H 3.095 -2.928 4.456 0.08
```

Calculated values
E_HOMO   -4.38 eV
2S+1   1
Total charge   -1

***

Record 3
12 unconnected molecules or ions with the total composition C36H84N12O12, computed with ωB97M-V/def2-TZVPD.

```
144
Properties=species:S:1:pos:R:3:lowdin_charge:R:1
C 1.120 5.835 -2.300 -0.06
N 1.955 5.775 -1.105 0.01
C 2.898 4.844 -0.842 -0.54
C 3.762 5.055 0.415 0.00
O 3.124 3.957 -1.625 0.04
H 1.334 4.981 -2.943 0.07
H 1.353 6.674 -2.955 0.08
H 0.092 5.935 -1.950 0.08
H 1.739 6.427 -0.364 0.11
H 4.042 6.034 0.803 0.08
H 4.715 4.543 0.279 0.06
H 3.337 4.568 1.293 0.05
C 1.655 -2.049 4.644 -0.05
N 0.840 -1.320 3.690 0.05
C 1.202 -0.662 2.652 -0.57
C 2.605 -0.781 2.114 0.03
O 0.414 0.071 2.057 0.00
H 2.209 -2.869 4.188 0.08
H 1.055 -2.623 5.350 0.08
H 2.285 -1.392 5.245 0.09
H -0.123 -1.214 3.976 0.12
H 3.372 -1.060 2.836 0.08
H 2.841 0.234 1.795 0.08
H 2.745 -1.480 1.289 0.07
C -3.278 -4.473 5.521 -0.08
N -3.162 -3.987 4.159 0.00
C -2.632 -2.746 3.939 -0.53
C -2.609 -2.271 2.506 -0.01
O -2.170 -2.001 4.808 0.02
H -2.296 -4.607 5.974 0.08
H -3.802 -5.428 5.577 0.08
H -3.899 -3.774 6.082 0.09
H -3.357 -4.541 3.337 0.13
H -3.438 -1.602 2.277 0.10
H -2.583 -3.177 1.901 0.06
H -1.718 -1.658 2.372 0.06
C 6.385 -1.600 1.087 -0.05
N 5.601 -0.467 0.635 0.01
C 5.718 0.769 1.095 -0.57
C 4.841 1.809 0.388 -0.01
O 6.354 1.129 2.085 0.01
H 6.889 -2.062 0.238 0.08
H 5.654 -2.327 1.440 0.07
H 7.076 -1.279 1.866 0.08
H 4.955 -0.766 -0.082 0.08
H 4.163 1.288 -0.289 0.06
H 5.539 2.319 -0.276 0.09
H 4.322 2.446 1.104 0.07
C 1.340 -6.340 3.302 -0.06
N 2.275 -5.679 2.409 0.03
C 2.049 -4.544 1.777 -0.54
C 0.600 -3.988 1.636 0.01
O 2.951 -3.948 1.242 0.02
H 1.251 -7.415 3.148 0.09
H 0.364 -5.855 3.275 0.07
H 1.702 -6.160 4.314 0.08
H 3.228 -6.012 2.387 0.15
H 0.014 -3.816 2.539 0.06
H -0.098 -4.588 1.053 0.07
H 0.556 -3.066 1.056 0.07
C 1.072 6.602 4.922 -0.07
N 0.763 5.473 4.100 0.00
C 0.878 5.353 2.780 -0.55
C 0.555 3.992 2.099 0.01
O 1.282 6.206 2.027 0.03
H 1.806 6.191 5.615 0.09
H 0.180 6.996 5.407 0.08
H 1.513 7.469 4.430 0.09
H 0.558 4.660 4.663 0.14
H 0.321 4.138 1.044 0.06
H -0.242 3.523 2.676 0.08
H 1.394 3.315 2.259 0.07
C -3.097 -1.602 -4.253 -0.08
N -3.514 -0.652 -3.259 0.01
C -4.713 -0.126 -3.077 -0.52
C -5.901 -0.410 -4.050 0.00
O -4.849 0.747 -2.185 -0.01
H -3.946 -2.192 -4.599 0.07
H -2.439 -2.326 -3.772 0.07
H -2.605 -1.165 -5.121 0.09
H -2.716 -0.248 -2.791 0.08
H -6.851 0.008 -3.716 0.08
H -6.044 -1.484 -4.171 0.06
H -5.631 0.058 -4.997 0.08
C 1.176 -3.695 -1.926 -0.07
N 2.337 -2.995 -1.451 0.04
C 2.806 -1.877 -1.992 -0.58
C 2.344 -1.443 -3.345 0.00
O 3.681 -1.284 -1.434 0.04
H 1.434 -4.435 -2.684 0.09
H 0.317 -3.055 -2.131 0.09
H 0.887 -4.405 -1.152 0.07
H 2.750 -3.125 -0.538 0.09
H 2.957 -0.591 -3.639 0.08
H 1.331 -1.065 -3.206 0.06
H 2.316 -2.167 -4.159 0.09
C -4.550 5.278 1.837 -0.07
N -3.627 4.779 0.829 0.01
C -3.367 3.500 0.600 -0.55
C -2.390 3.197 -0.543 0.01
O -3.903 2.559 1.203 0.02
H -4.456 4.775 2.800 0.09
H -5.595 5.263 1.528 0.08
H -4.353 6.344 1.945 0.08
H -3.159 5.455 0.244 0.14
H -2.606 3.815 -1.414 0.07
H -2.547 2.168 -0.867 0.07
H -1.368 3.322 -0.184 0.06
C 1.053 1.567 -1.371 -0.07
N 0.252 0.600 -0.738 0.05
C -0.709 -0.130 -1.329 -0.51
C -1.645 -0.906 -0.440 0.03
O -0.811 -0.234 -2.548 -0.02
H 0.402 2.349 -1.761 0.08
H 1.730 1.197 -2.141 0.09
H 1.666 2.013 -0.588 0.08
H 0.340 0.692 0.264 0.09
H -2.274 -1.591 -1.009 0.06
H -2.239 -0.203 0.144 0.10
H -1.033 -1.468 0.264 0.06
C -1.429 3.081 -4.120 -0.07
N -0.337 2.142 -4.339 0.02
C 0.738 2.473 -5.130 -0.54
C 1.730 1.425 -5.473 -0.01
O 0.847 3.587 -5.638 0.02
H -1.689 3.778 -4.916 0.09
H -1.129 3.680 -3.260 0.05
H -2.309 2.558 -3.746 0.07
H -0.345 1.290 -3.797 0.07
H 1.522 0.369 -5.300 0.06
H 2.650 1.611 -4.920 0.09
H 2.074 1.530 -6.502 0.09
C -2.201 -5.686 -3.054 -0.03
N -3.326 -4.894 -2.376 0.05
C -3.129 -4.266 -1.241 -0.62
C -4.296 -3.465 -0.707 0.02
O -2.090 -4.382 -0.638 0.03
H -1.663 -5.288 -3.914 0.08
H -2.554 -6.679 -3.332 0.07
H -1.404 -6.010 -2.385 0.07
H -4.106 -4.697 -2.987 0.13
H -5.077 -4.197 -0.504 0.09
H -4.637 -2.792 -1.494 0.07
H -4.119 -2.968 0.247 0.06
```

Calculated values
E_HOMO   -8.55 eV
SMILES string   CNC(C)=O.CNC(C)=O.CNC(C)=O.CNC(C)=O.CNC(C)=O.CNC(C)=O.CNC(C)=O.CNC(C)=O.CNC(C)=O.CNC(C)=O.CNC(C)=O.CNC(C)=O
Energy relative to the best compared isomer or geometry (same formula, charge and spin)   62.6 kcal/mol
2S+1   1

***

Maximum force values, unit eV/Å, following the record order: 1.560, 2.323, 4.710.